(1)
{"formula": "C11H15N", "method": "ωB97M-V/def2-TZVPD", "species": ["C", "C", "H", "H", "H", "H", "H", "H", "C", "C", "C", "C", "C", "C", "C", "C", "C", "N", "H", "H", "H", "H", "H", "H", "H", "H", "H"], "xyz": [[4.1237, -0.2834, -3.0358], [3.9193, 0.1176, -1.5638], [3.1055, -0.2099, -3.5273], [4.6256, 0.4390, -3.6679], [4.2754, -1.2852, -3.3978], [3.1284, 0.8642, -1.4351], [4.8357, 0.6683, -1.3423], [3.8321, -0.8911, -1.0822], [-3.6117, -0.9426, 1.5621], [-1.4201, -0.0052, 0.5015], [-2.1900, -0.4717, 1.6099], [-0.1869, 0.4797, 0.9323], [-1.3823, -0.3744, 2.7012], [-0.6242, 0.1193, -1.8267], [0.6225, 0.6188, -1.3225], [-1.5852, -0.1525, -0.9076], [0.8615, 0.7348, 0.0040], [-0.2051, 0.3262, 2.3447], [-0.9022, 0.0673, -2.8791], [1.2160, 0.9813, -2.1278], [-2.6220, -0.5340, -1.0175], [1.7859, 1.1598, 0.4324], [-3.9337, -1.9023, 1.2043], [-4.1020, -0.2396, 0.8608], [-1.6678, -0.4854, 3.7272], [0.1882, 0.9626, 3.0184], [-4.1468, -0.7301, 2.5061]], "forces_ev_per_angstrom": [[-3.482, 1.251, -1.957], [1.546, -1.024, -1.117], [0.429, 0.160, 0.467], [0.781, 0.015, 0.202], [1.139, -0.612, 0.831], [-0.001, -0.848, 0.062], [0.102, -0.484, 0.905], [-0.223, 1.548, 0.610], [-1.027, 1.962, -0.009], [1.412, 0.000, -1.764], [-0.013, -1.220, 0.395], [-0.199, -0.751, 1.060], [-0.021, 2.088, -0.970], [-0.185, 0.578, 0.825], [-1.811, -0.393, -1.633], [-2.562, -0.852, 2.045], [0.252, 1.198, 2.145], [0.014, -0.789, -0.417], [0.583, -0.026, 0.181], [1.175, 0.113, 0.036], [0.776, 0.154, -1.338], [-0.331, -0.369, -0.586], [0.628, -0.809, -0.065], [-0.004, -0.245, 0.160], [0.159, -0.155, 0.343], [0.418, -0.151, -0.205], [0.443, -0.341, -0.205]], "e_homo_ev": -7.97, "de_lowest_kj_mol": 187.1, "e_lumo_ev": 0.9909}



(2)
{"formula": "C31H47NO3P2STc", "method": "ωB97M-V/def2-TZVPD", "species": ["Tc", "C", "C", "C", "C", "C", "C", "H", "H", "H", "C", "H", "H", "H", "C", "H", "H", "H", "C", "H", "H", "H", "C", "H", "H", "H", "C", "C", "C", "C", "C", "C", "C", "C", "H", "H", "H", "H", "H", "H", "H", "H", "H", "H", "H", "H", "P", "P", "C", "C", "H", "H", "H", "H", "C", "H", "H", "H", "C", "H", "H", "H", "C", "H", "H", "H", "C", "H", "H", "H", "O", "C", "N", "S", "O", "O", "C", "C", "C", "C", "C", "C", "H", "H", "H", "H"], "xyz": [[0.3405, 0.0416, 0.0340], [-0.8321, 0.7583, -1.6829], [-1.5575, -0.2347, -0.9247], [-1.3814, 1.6978, 0.3683], [-0.8139, 1.9691, -0.9040], [-1.8710, 0.3461, 0.3612], [-0.4480, 0.6799, -3.1215], [-0.5328, -0.3372, -3.5086], [0.5833, 1.0291, -3.2499], [-1.1058, 1.3333, -3.7102], [-0.4395, 3.3039, -1.4198], [0.3533, 3.2197, -2.1743], [-0.0835, 3.9396, -0.6047], [-1.3173, 3.7920, -1.8664], [-1.6208, 2.6793, 1.4528], [-2.4513, 3.3484, 1.1884], [-0.7290, 3.2883, 1.6298], [-1.8575, 2.1753, 2.3954], [-2.8376, -0.2020, 1.3545], [-3.8108, 0.2965, 1.2294], [-2.5002, -0.0147, 2.3794], [-2.9951, -1.2730, 1.2132], [-2.2010, -1.4563, -1.4762], [-3.2227, -1.2095, -1.8046], [-2.2746, -2.2427, -0.7173], [-1.6513, -1.8316, -2.3412], [4.5897, -5.3555, -1.7915], [3.6664, -5.6589, -2.7130], [2.8770, -6.9351, -2.8120], [2.5735, -7.6862, -1.4895], [1.9910, -6.8289, -0.4019], [2.6638, -6.0982, 0.4964], [4.1536, -5.9929, 0.6500], [5.0074, -6.2067, -0.6267], [3.3706, -7.6494, -3.4923], [3.4586, -8.2453, -1.1586], [1.9187, -6.6871, -3.2926], [5.0605, -7.2747, -0.8745], [5.1552, -4.4178, -1.8802], [3.4936, -4.9658, -3.5454], [6.0321, -5.8966, -0.3615], [4.3735, -4.9892, 1.0463], [2.0969, -5.5604, 1.2665], [4.5140, -6.6984, 1.4177], [1.8041, -8.4370, -1.7376], [0.8943, -6.8643, -0.3542], [1.5993, -1.6045, -0.9921], [0.2879, -1.4447, 1.8428], [2.2392, -2.7450, 0.3290], [1.9611, -2.2516, 1.7453], [3.3203, -2.8554, 0.1751], [1.7854, -3.7296, 0.1624], [1.9622, -3.0764, 2.4718], [2.6898, -1.4994, 2.0854], [0.0927, -0.9085, 3.5561], [-0.9089, -0.4901, 3.6992], [0.8270, -0.1398, 3.8174], [0.2088, -1.7798, 4.2115], [-0.8562, -2.8707, 1.7768], [-0.4532, -3.6686, 2.4155], [-0.9675, -3.2381, 0.7502], [-1.8365, -2.5636, 2.1597], [3.1553, -1.1257, -1.8187], [2.9329, -0.3342, -2.5483], [3.5950, -2.0024, -2.3166], [3.8555, -0.7258, -1.0725], [0.8712, -2.6832, -2.2725], [-0.0838, -3.0928, -1.9260], [1.5604, -3.5087, -2.5014], [0.6993, -2.0934, -3.1847], [2.5171, 1.9643, -1.6904], [2.5393, 2.2105, -0.4697], [1.7984, 1.4906, 0.4677], [2.1796, 1.8309, 2.1094], [0.9752, 2.1872, 2.8267], [3.0451, 0.8129, 2.6639], [3.0647, 3.2450, 1.5944], [3.5362, 4.2496, 2.4340], [4.1731, 5.3485, 1.8462], [4.4228, 5.3809, 0.4577], [3.9856, 4.3376, -0.3552], [3.2635, 3.2821, 0.2222], [3.3721, 4.1509, 3.5073], [4.4858, 6.1877, 2.4724], [4.9812, 6.2238, 0.0350], [4.2018, 4.2648, -1.4164]], "forces_ev_per_angstrom": [[-0.065, 2.554, 0.854], [-0.804, 0.380, -0.165], [-0.477, 0.501, 0.213], [-0.336, -0.958, -0.185], [-0.155, -1.177, -0.412], [-0.163, 0.439, -0.797], [0.128, 0.243, -0.175], [-0.035, 0.165, -0.004], [-0.181, -0.052, -0.089], [0.143, -0.201, -0.006], [0.772, 0.185, 0.062], [-0.278, 0.142, 0.158], [-0.010, 0.060, -0.136], [0.146, -0.194, 0.086], [0.230, 0.288, 0.349], [0.120, -0.182, 0.020], [-0.267, -0.035, -0.020], [0.013, 0.176, -0.182], [-0.102, -0.021, 0.249], [0.263, -0.114, 0.028], [-0.210, -0.081, -0.152], [-0.071, 0.234, 0.022], [-0.259, -0.236, -0.127], [0.260, -0.138, 0.056], [-0.028, 0.037, -0.250], [-0.230, -0.012, 0.122], [-0.238, 0.314, -0.250], [0.362, 0.140, 0.072], [-0.227, 0.239, -0.344], [-0.885, -0.495, 0.421], [-1.525, -2.341, -3.272], [2.670, 1.900, 2.893], [-0.156, 0.231, -0.941], [0.357, -0.045, 0.471], [-0.112, 0.251, 0.218], [-0.149, 0.327, 0.090], [0.173, -0.190, 0.193], [0.112, 0.357, -0.013], [-0.406, -0.295, -0.105], [0.187, -0.208, 0.314], [-0.351, -0.320, -0.005], [-0.136, -0.252, 0.134], [0.074, -0.334, -0.238], [-0.378, 0.095, 0.193], [0.331, 0.225, 0.106], [0.379, 0.232, 0.132], [0.860, -0.318, -0.396], [0.659, -0.459, 0.035], [0.217, -0.311, -0.103], [-0.456, 0.083, 0.565], [-0.188, -0.075, -0.036], [-0.057, 0.074, -0.032], [0.196, 0.096, -0.079], [-0.184, -0.193, -0.188], [0.125, 0.046, 0.250], [0.192, -0.072, -0.017], [-0.141, -0.193, -0.074], [-0.021, 0.173, -0.023], [0.069, -0.065, -0.060], [-0.181, 0.155, -0.097], [-0.006, 0.026, 0.221], [0.302, -0.231, -0.089], [-0.070, 0.290, -0.041], [0.189, -0.229, 0.203], [-0.096, 0.228, 0.152], [-0.169, -0.030, -0.246], [-0.131, -0.227, 0.115], [0.218, 0.017, -0.130], [-0.115, 0.235, 0.043], [0.077, -0.207, 0.301], [-0.017, 0.527, 2.176], [-0.499, -1.178, -1.309], [0.134, -1.271, 0.759], [-0.236, 0.471, -1.759], [0.709, -0.502, -0.255], [-0.602, 0.274, -0.271], [0.872, 1.060, 0.607], [-0.122, -0.112, -0.192], [0.024, -0.114, -0.197], [0.022, -0.070, 0.446], [-0.182, -0.638, 0.212], [0.450, 0.999, 0.178], [0.111, 0.308, -0.250], [-0.023, -0.343, -0.226], [-0.311, -0.389, 0.145], [-0.104, 0.331, 0.075]], "e_homo_ev": [-12.99, -13.14], "charge": 2, "s2": 3.77, "spin_multiplicity": 4, "de_lowest_kj_mol": 23.6, "e_lumo_ev": [-5.9309, -10.4487]}